The following is a DFT calculation (the ωB97M-V functional and the def2-TZVPD basis) of C86H197B2BeN11O42 as an isolated structure in a non-equilibrium geometry.

- multiplicity = 1
- highest occupied orbital energy (Ha) = -0.317
- HOMO-LUMO gap (eV) = 6.4
- net charge = 0

Last column: Löwdin charge in e.
CARTESIAN COORDINATES (ANGSTROEM)
Be 2.3999 -4.3897 4.2430  1.018
O 3.1017 -6.7754 4.8208  0.070
C 3.3695 -7.6612 5.6201  -0.347
O 2.7817 -8.8375 5.6364  0.219
B 3.4023 -9.7595 6.6722  -0.769
O 4.4106 -8.8461 7.3399  0.214
C 4.5336 -7.6585 6.7372  -0.344
O 5.2191 -6.6958 6.9304  0.138
O 4.0401 -10.9297 6.0202  0.238
C 3.4410 -12.0027 6.4767  -0.345
O 3.7097 -13.2067 6.1618  0.095
C 2.4316 -11.6240 7.5069  -0.406
O 2.4544 -10.3301 7.6381  0.244
O 1.6961 -12.3833 8.1203  0.146
O 0.8150 2.9456 -0.8719  0.098
C 0.6951 1.7145 -0.7988  -0.355
O 0.8563 1.1208 0.3456  0.219
B 0.5839 -0.3158 0.2205  -0.836
O 0.2368 -0.4552 -1.2184  0.193
C 0.1248 0.7208 -1.8643  -0.320
O -0.2639 0.9566 -2.9978  0.139
O -0.5022 -0.8731 1.1122  0.237
C -0.0283 -1.8013 1.9110  -0.361
O -0.5945 -2.5270 2.7377  0.114
C 1.3807 -2.0054 1.5723  -0.380
O 1.7186 -1.1162 0.6803  0.246
O 2.0867 -2.8349 2.0984  0.116
C 1.4863 4.0221 -4.5225  -0.053
C 0.5448 3.3374 -5.4512  -0.461
C -0.9278 3.8198 -5.1515  -0.033
O 0.8042 3.4843 -6.8432  -0.052
H 2.5517 3.8366 -4.6587  0.069
H 1.3168 3.9627 -3.4474  0.070
H 1.3562 5.1028 -4.5809  0.074
H 0.4728 2.2581 -5.3163  0.115
H -1.1995 3.5079 -4.1430  0.067
H -1.7066 3.4691 -5.8286  0.060
H -0.9471 4.9084 -5.0984  0.049
H 0.5146 4.3277 -7.1987  0.085
C -4.9169 3.4813 -4.6956  -0.032
C -5.0629 5.0353 -4.8964  -0.464
C -4.5730 5.4860 -6.3018  -0.054
O -6.3663 5.5464 -4.7311  -0.035
H -4.0979 3.0862 -5.2965  0.044
H -5.8283 3.0198 -5.0758  0.079
H -4.8414 3.2189 -3.6404  0.057
H -4.3152 5.5563 -4.2984  0.117
H -5.0769 5.0586 -7.1687  0.075
H -3.5232 5.2207 -6.4266  0.056
H -4.5509 6.5735 -6.3708  0.063
H -6.4698 5.7046 -3.7899  0.089
C -3.2799 -3.1099 6.0724  -0.054
C -2.2223 -2.1357 6.4187  -0.475
C -2.7088 -0.8925 7.1471  -0.034
O -1.2159 -2.7798 7.2429  -0.084
H -2.9634 -3.7799 5.2730  0.067
H -4.1318 -2.5430 5.6969  0.090
H -3.6968 -3.6497 6.9227  0.094
H -1.7432 -1.8903 5.4709  0.119
H -3.2934 -0.2958 6.4469  0.067
H -1.9079 -0.2237 7.4625  0.084
H -3.4264 -1.0264 7.9565  0.088
H -1.6075 -3.0922 8.0618  0.094
C -4.6932 1.9171 2.2137  -0.045
C -4.3926 0.8644 3.2412  -0.501
C -3.2447 -0.0366 2.8067  -0.038
O -4.0728 1.4918 4.4611  -0.067
H -3.7736 2.4968 2.1350  0.058
H -5.4674 2.5717 2.6142  0.089
H -5.0765 1.3582 1.3600  0.088
H -5.3274 0.3435 3.4481  0.137
H -2.3238 0.5039 2.5877  0.067
H -3.4600 -0.5486 1.8688  0.070
H -3.1141 -0.8395 3.5322  0.063
H -3.3430 2.1050 4.3474  0.037
C 1.7916 -8.9714 -0.8675  -0.071
O 1.3054 -7.7550 -1.4998  -0.235
C 1.9923 -7.3061 -2.6764  -0.183
C 1.0952 -6.1415 -3.2708  -0.174
N 0.8086 -4.9866 -2.3725  -0.063
C -0.4290 -4.2835 -2.6652  -0.179
C -1.5895 -5.1936 -2.1766  -0.200
O -2.6857 -4.3109 -1.9126  -0.206
C -3.7305 -5.0492 -1.2681  -0.096
H 1.7257 -9.8093 -1.5615  0.087
H 1.1618 -9.0453 0.0190  0.085
H 2.8273 -8.8765 -0.5412  0.074
H 1.9820 -8.1202 -3.4010  0.116
H 3.0161 -6.9555 -2.5456  0.107
H 0.2046 -6.6163 -3.6825  0.104
H 1.5636 -5.7866 -4.1888  0.098
H 0.9187 -5.2849 -1.4139  0.066
H -0.5021 -4.0128 -3.7185  0.119
H -0.5035 -3.3607 -2.0898  0.110
H -1.2074 -5.7362 -1.3119  0.107
H -1.9134 -5.9240 -2.9180  0.121
H -4.5376 -4.3895 -0.9495  0.072
H -3.3160 -5.5528 -0.3948  0.070
H -4.1234 -5.8681 -1.8706  0.089
C -2.8469 4.6512 -1.2669  -0.097
O -2.3608 5.9904 -1.2658  -0.162
C -1.0537 6.0249 -1.7563  -0.243
C -0.3765 7.4010 -1.9188  -0.168
N -1.2069 8.2898 -2.7665  -0.038
C -1.2159 7.9861 -4.2188  -0.176
C -2.0164 9.1000 -4.9953  -0.246
O -3.3730 8.8843 -5.0010  -0.206
C -4.0645 9.9405 -5.6676  -0.089
H -2.1998 3.9263 -0.7731  0.075
H -3.1128 4.2354 -2.2388  0.067
H -3.7951 4.5485 -0.7393  0.086
H -1.0914 5.6318 -2.7722  0.091
H -0.4906 5.2955 -1.1740  0.096
H 0.6033 7.1280 -2.3106  0.112
H -0.2100 7.9495 -0.9917  0.084
H -2.1424 7.9713 -2.5583  0.089
H -1.4455 6.9537 -4.4827  0.084
H -0.1914 8.0497 -4.5853  0.107
H -1.6830 9.1236 -6.0327  0.113
H -1.8362 10.0644 -4.5204  0.118
H -3.5634 10.1604 -6.6103  0.080
H -3.9852 10.8126 -5.0185  0.089
H -5.0710 9.6151 -5.9306  0.090
C 1.4257 2.9330 3.0049  -0.064
O 0.3089 3.7832 3.3424  -0.195
C -0.8837 3.5474 2.6220  -0.230
C -2.0143 4.3767 3.1848  -0.182
N -2.2276 3.8580 4.5694  -0.045
C -3.0752 4.7673 5.3450  -0.187
C -3.4960 4.0787 6.6832  -0.187
O -2.3435 3.9194 7.5069  -0.176
C -1.9743 5.0816 8.1376  -0.149
H 2.2412 2.8881 3.7267  0.087
H 1.8768 3.3544 2.1066  0.060
H 1.1096 1.9213 2.7504  0.074
H -1.1611 2.4959 2.6961  0.109
H -0.7507 3.8974 1.5983  0.118
H -2.9089 4.2922 2.5678  0.105
H -1.7138 5.4191 3.0790  0.113
H -1.3172 3.7499 4.9931  0.109
H -3.9175 5.0485 4.7130  0.119
H -2.6435 5.7473 5.5481  0.105
H -3.9916 3.1103 6.6153  0.115
H -4.2630 4.7740 7.0242  0.112
H -2.8429 5.5399 8.6105  0.087
H -1.6341 5.8768 7.4742  0.078
H -1.1882 4.8644 8.8607  0.093
C 4.1121 -3.8541 7.4472  -0.057
O 2.9853 -4.4277 6.7160  -0.249
C 1.7587 -4.5798 7.4911  -0.152
C 0.7024 -5.5038 6.7892  -0.162
N 0.2828 -4.9920 5.4582  0.005
C -0.6302 -6.1019 4.9677  -0.134
C -0.7574 -5.8462 3.4899  -0.231
O 0.4543 -5.6231 2.8141  -0.210
C 0.3148 -5.5892 1.3977  -0.077
H 3.8764 -2.8855 7.8881  0.093
H 4.8364 -3.6216 6.6665  0.060
H 4.6874 -4.5418 8.0671  0.091
H 1.4916 -3.5751 7.8186  0.103
H 2.0450 -5.1560 8.3709  0.127
H -0.1802 -5.6838 7.4029  0.131
H 1.2532 -6.4406 6.7054  0.108
H -0.4512 -4.3438 5.7055  0.076
H -1.5532 -6.0654 5.5463  0.133
H -0.2560 -7.1185 5.0891  0.132
H -1.4335 -5.0423 3.1989  0.105
H -1.3097 -6.6836 3.0634  0.131
H -0.5432 -4.9592 1.1631  0.088
H 0.0142 -6.5833 1.0669  0.095
H 1.1767 -5.2105 0.8484  0.084
C -4.1997 -3.5239 2.3719  -0.103
O -5.2715 -3.7681 3.2662  -0.189
C -6.4517 -4.0625 2.6054  -0.247
C -7.6550 -3.6327 3.4481  -0.183
N -8.8519 -4.3991 3.0761  -0.062
C -9.8989 -4.2447 4.0967  -0.246
C -11.2333 -4.4747 3.5948  -0.258
O -12.3149 -4.2321 4.5432  -0.179
C -13.5637 -4.6551 3.9263  -0.098
H -3.2793 -3.2474 2.8863  0.060
H -4.3889 -2.8444 1.5409  0.081
H -3.9640 -4.4784 1.9013  0.074
H -6.3142 -5.1259 2.4093  0.126
H -6.4924 -3.6117 1.6139  0.114
H -7.7717 -2.5509 3.3830  0.127
H -7.4433 -3.9597 4.4662  0.116
H -8.6091 -5.3779 3.0209  0.105
H -9.8419 -3.2234 4.4733  0.129
H -9.7291 -4.9559 4.9051  0.128
H -11.2791 -5.5299 3.3254  0.116
H -11.3394 -3.9449 2.6481  0.127
H -13.5218 -5.5729 3.3397  0.084
H -13.9868 -3.7898 3.4160  0.083
H -14.2622 -4.8001 4.7504  0.079
C 4.1120 -3.7517 -9.6129  -0.063
O 4.8671 -2.5240 -9.9376  -0.209
C 4.0902 -1.5674 -10.6336  -0.211
C 3.0407 -0.9680 -9.6739  -0.194
N 1.6917 -1.5606 -9.5895  -0.042
C 0.9253 -0.7956 -8.6234  -0.244
C 1.3613 -0.9769 -7.2390  -0.191
O 1.4289 -2.4171 -6.9553  -0.186
C 2.1127 -2.7013 -5.7968  -0.141
H 3.5569 -4.1580 -10.4584  0.088
H 3.5213 -3.6246 -8.7057  0.071
H 4.8848 -4.5091 -9.4816  0.081
H 3.6502 -2.1018 -11.4756  0.112
H 4.7588 -0.8284 -11.0750  0.117
H 2.8388 0.0555 -9.9898  0.115
H 3.4984 -0.9249 -8.6856  0.108
H 1.7415 -2.4392 -9.0937  0.072
H -0.0890 -1.1628 -8.7799  0.117
H 0.8212 0.2303 -8.9768  0.127
H 0.7321 -0.5561 -6.4547  0.114
H 2.2998 -0.4385 -7.1069  0.108
H 2.5344 -3.7062 -5.8158  0.086
H 1.4748 -2.4905 -4.9385  0.083
H 2.9865 -2.0548 -5.7161  0.077
C 4.9666 -3.8231 -2.3985  -0.090
O 5.4378 -2.6768 -1.6119  -0.230
C 4.3284 -1.8178 -1.0320  -0.104
C 3.6012 -1.0023 -2.2581  -0.155
N 4.5522 -0.0647 -2.7970  -0.038
C 3.9323 0.8963 -3.7070  -0.204
C 4.8266 1.3651 -4.8333  -0.268
O 5.3381 0.3730 -5.6625  -0.181
C 6.1512 1.0248 -6.6814  -0.074
H 4.1203 -4.2907 -1.8953  0.065
H 5.8550 -4.4510 -2.4657  0.084
H 4.6438 -3.6111 -3.4179  0.070
H 4.8670 -1.1377 -0.3722  0.091
H 3.6277 -2.4183 -0.4519  0.079
H 2.6942 -0.5489 -1.8581  0.095
H 3.2641 -1.6820 -3.0407  0.099
H 5.3115 -0.5341 -3.2694  0.114
H 3.4999 1.7254 -3.1469  0.109
H 3.0980 0.4944 -4.2818  0.110
H 5.6927 1.8103 -4.3437  0.114
H 4.2534 2.0633 -5.4432  0.122
H 5.5262 1.4900 -7.4437  0.087
H 6.8627 0.3597 -7.1708  0.087
H 6.7880 1.7774 -6.2165  0.080
C 3.7076 -6.6937 1.4138  -0.057
O 3.7975 -5.5015 2.2097  -0.231
C 4.8132 -4.5604 1.8813  -0.190
C 5.5753 -3.9384 3.0997  -0.138
N 4.7879 -3.2658 4.1634  -0.015
C 4.5974 -1.8969 3.8034  -0.229
C 3.6563 -1.2239 4.7564  -0.171
O 2.4073 -1.9113 4.7492  -0.245
C 1.4208 -1.4989 5.6950  -0.047
H 2.9137 -7.3189 1.8223  0.096
H 4.6709 -7.2033 1.3920  0.101
H 3.4694 -6.3326 0.4132  0.084
H 4.4731 -3.7540 1.2316  0.096
H 5.5763 -4.9686 1.2185  0.129
H 6.2818 -3.2759 2.5995  0.126
H 6.1226 -4.7234 3.6214  0.130
H 5.4658 -3.1873 4.9080  0.107
H 4.3681 -1.6822 2.7597  0.117
H 5.5050 -1.3046 3.9200  0.137
H 3.4084 -0.2177 4.4185  0.123
H 3.9828 -1.2613 5.7957  0.129
H 1.3275 -0.4154 5.7692  0.109
H 1.7648 -1.8118 6.6808  0.072
H 0.5391 -2.1039 5.4837  0.070
C -0.4578 13.4695 1.8119  -0.106
O -1.4892 12.5217 2.0600  -0.180
C -1.2462 11.2720 1.4811  -0.239
C -0.2127 10.3418 2.1004  -0.240
N 0.1316 9.1606 1.3598  -0.049
C 0.5031 8.0929 2.3329  -0.165
C 0.9915 6.8568 1.6049  -0.232
O 2.2838 6.8425 1.1173  -0.176
C 2.7952 5.8035 0.3353  -0.097
H -0.6772 14.3770 2.3743  0.089
H -0.4840 13.7484 0.7586  0.081
H 0.5637 13.1120 1.9418  0.077
H -0.9907 11.4990 0.4461  0.117
H -2.1804 10.7112 1.4501  0.126
H -0.6122 10.1540 3.0970  0.122
H 0.7359 10.8632 2.2276  0.112
H 1.0408 9.3619 0.9686  0.108
H -0.3597 7.8173 2.9393  0.117
H 1.3438 8.4942 2.8988  0.122
H 0.3625 6.6665 0.7353  0.103
H 0.9217 5.9387 2.1884  0.110
H 2.2564 5.7690 -0.6116  0.079
H 2.7128 4.7893 0.7261  0.057
H 3.8472 5.9802 0.1115  0.095
C -3.0812 1.9825 -8.3013  -0.082
O -3.3557 1.3005 -7.0549  -0.235
C -2.5697 0.1121 -6.7352  -0.174
C -2.6877 -0.3364 -5.2791  -0.187
N -3.6823 -1.3690 -4.9187  -0.050
C -3.6080 -1.9182 -3.5741  -0.210
C -4.0288 -0.9695 -2.4173  -0.153
O -5.4811 -0.8633 -2.4374  -0.210
C -6.1634 -2.0473 -2.0552  -0.104
H -3.5244 2.9722 -8.4111  0.075
H -3.4697 1.3392 -9.0908  0.084
H -2.0054 2.1573 -8.3158  0.075
H -1.5136 0.3545 -6.8528  0.091
H -2.7769 -0.6427 -7.4937  0.122
H -2.7169 0.5166 -4.6012  0.110
H -1.7499 -0.8693 -5.1216  0.105
H -4.5319 -0.8230 -4.9126  0.100
H -2.5735 -2.2167 -3.4043  0.096
H -4.1442 -2.8671 -3.5714  0.095
H -3.5184 -0.0068 -2.4468  0.111
H -3.7292 -1.3342 -1.4348  0.104
H -5.9359 -2.1037 -0.9907  0.069
H -5.8762 -2.9355 -2.6179  0.077
H -7.2195 -1.7811 -2.0125  0.093
C 10.2842 4.5246 1.9551  -0.068
O 9.1529 3.8171 1.3617  -0.232
C 9.0747 4.0148 -0.0689  -0.206
C 7.9668 3.0855 -0.6849  -0.219
N 6.6214 3.3451 -0.2208  -0.036
C 5.7117 2.3467 -0.7784  -0.219
C 4.3048 2.5401 -0.2685  -0.223
O 4.1480 2.3865 1.1155  -0.178
C 4.5652 1.0858 1.6564  -0.060
H 10.5136 4.0763 2.9218  0.088
H 9.9344 5.5567 1.9776  0.082
H 11.0192 4.4838 1.1513  0.073
H 10.0002 3.6981 -0.5497  0.111
H 8.8049 5.0505 -0.2750  0.119
H 8.3400 2.0854 -0.4645  0.112
H 8.0380 3.2453 -1.7607  0.117
H 6.6220 3.3692 0.7889  0.108
H 6.0789 1.3318 -0.6262  0.101
H 5.6929 2.4106 -1.8663  0.105
H 3.5648 1.8287 -0.6352  0.102
H 3.9111 3.4867 -0.6386  0.115
H 4.1890 0.9433 2.6695  0.061
H 5.6267 0.8632 1.7646  0.090
H 4.0755 0.2827 1.1057  0.064